# 1
This record from the Open Molecules 2025 dataset describes 2 unconnected molecules or ions with the total composition C7H6F4N2O. The level of theory is ωB97M-V with the def2-TZVPD basis set.

Calculated values
HOMO-LUMO gap: 8.71 eV
E_tot: -854.31790 a.u.
HOMO energy: -8.6 eV
Energy above the lowest of the compared OMol25 structures with the same formula, charge and spin: 123.1 kcal per mole

```
20
Properties=species:S:1:pos:R:3:forces:R:3
C 2.252017 -0.899608 0.227454 -0.1 -2.1 -0.2
C -1.039789 -1.181778 -0.042226 0.8 1.5 1.3
C -3.320932 1.192310 -0.066751 0.3 -0.2 1.3
C -2.121317 1.192637 -0.542466 3.6 0.7 -0.9
C -0.672533 -0.185841 0.709674 0.4 1.8 2.0
C -0.787264 1.295052 0.274021 -1.4 -1.5 -0.4
C 2.736217 0.456324 0.191016 -2.3 0.2 -1.5
N 2.224169 -1.948347 -0.320819 -0.5 2.7 1.1
N 2.374388 -3.038994 -0.775526 0.7 -2.9 -0.9
O -1.216119 -1.992491 -0.816852 -0.7 -2.5 -2.0
F -0.544414 -0.436062 2.062116 0.2 0.0 -0.4
F 1.831214 1.251830 0.814141 0.5 0.4 -0.7
F 3.820763 0.593338 0.843433 2.7 0.3 0.8
F 2.936690 0.854412 -1.129428 -0.3 0.3 1.5
H -4.084121 1.019188 -0.764442 -1.5 -0.3 -0.1
H -3.312972 1.108609 1.014222 -1.2 0.6 0.1
H -1.906419 0.878509 -1.550854 -0.3 0.6 -0.7
H 0.116465 1.541953 -0.320915 -1.1 0.2 0.2
H -0.880746 1.980583 1.149796 0.1 -0.8 -0.6
H 1.594696 -3.681616 -0.955592 -0.1 1.0 0.1
```
Positions in Å, forces in eV/Å.

---

# 2
This record from the Open Molecules 2025 dataset describes 2 unconnected molecules or ions with the total composition C7H6FNO2. The level of theory is ωB97M-V with the def2-TZVPD basis set.

Calculated values
HOMO-LUMO gap: 9.63 eV
E_tot: -575.30166 a.u.
HOMO energy: -9.9 eV
Energy above the lowest of the compared OMol25 structures with the same formula, charge and spin: 74.3 kcal per mole

```
17
Properties=species:S:1:pos:R:3:forces:R:3
C -1.267653 0.079922 -0.372650 -1.1 -0.8 0.9
C 0.203117 -0.129670 -0.352153 -0.2 0.4 0.9
C 0.731805 -1.422571 -0.351284 0.1 0.5 -0.4
C 2.101401 -1.585917 -0.190493 -0.5 -4.2 0.6
C 2.828360 -0.539825 0.156365 3.6 3.6 0.8
C 2.370286 0.790060 0.263410 -0.8 0.6 1.0
C 0.999514 0.961284 0.054725 0.7 0.1 -0.6
H -3.480808 0.266148 0.229664 0.2 0.3 -0.4
H -1.745380 -0.513903 1.784113 0.5 -1.7 -4.8
H 0.073229 -2.263609 -0.435968 -0.2 -0.2 -0.3
H 2.643085 -2.614795 -0.043976 -1.5 1.9 -0.8
H 3.903598 -0.675452 0.382897 -0.7 0.0 -0.1
H 2.977588 1.637246 0.725296 -0.8 -1.4 -1.0
N -1.944746 -0.943384 0.406120 -0.8 2.4 5.6
O -3.357079 -0.644797 0.528607 0.6 -1.0 -0.8
O -1.931881 0.925145 -0.905355 0.5 0.5 -0.5
F 0.416956 2.178396 0.253512 0.5 -1.0 -0.2
```
Positions in Å, forces in eV/Å.

---

# 3
This record from the Open Molecules 2025 dataset describes a gas-phase ion, C7H6FO3S (charge -1). The level of theory is ωB97M-V with the def2-TZVPD basis set.

Calculated values
HOMO-LUMO gap: 7.31 eV
E_tot: -994.08838 a.u.
HOMO energy: -3.6 eV
Total charge: -1
Energy above the lowest of the compared OMol25 structures with the same formula, charge and spin: 62.3 kcal per mole

```
18
Properties=species:S:1:pos:R:3:forces:R:3
C 0.712948 -1.266496 1.191591 0.3 -0.7 1.5
C -0.201121 -1.912249 0.316004 -0.4 -1.0 -0.6
C 1.091633 -0.031303 1.008908 1.6 1.9 1.1
C -0.759705 -1.233220 -0.734341 0.8 -1.9 1.3
C 1.602105 1.265835 -1.073214 -0.2 0.3 -1.1
C 0.544417 0.815478 -0.088335 -1.1 0.8 -1.2
C -0.698602 0.208120 -0.850162 0.5 -0.5 2.1
O -2.607559 -0.002922 1.288333 1.0 1.2 -0.7
O 2.753308 1.504834 -0.788717 -0.5 -0.1 -0.3
O -1.648597 2.242527 0.425363 0.1 0.6 0.9
F -1.490304 -2.033960 -1.564430 -0.3 0.9 -0.4
S -2.300820 0.936299 0.156775 -1.6 -1.4 -0.3
H 1.200222 -1.699231 2.102243 -0.9 -0.5 -1.1
H -0.290633 -3.002707 0.521907 -0.5 0.9 -0.8
H 1.895080 0.233759 1.763503 -1.0 0.8 -1.4
H 1.227799 1.388651 -2.221417 0.6 -0.1 2.1
H -0.064275 1.785265 0.246009 1.3 -0.8 0.1
H -0.965890 0.801320 -1.700015 0.3 -0.4 -1.0
```
Positions in Å, forces in eV/Å.

---

# 4
This record from the Open Molecules 2025 dataset describes a molecular structure, C7H6FeN2O4. The level of theory is ωB97M-V with the def2-TZVPD basis set.

Calculated values
HOMO-LUMO gap (alpha / beta): 8.32 / 6.83 eV
E_tot: -1943.05660 a.u.
HOMO energy (alpha / beta): -21.6 / -23.7 eV
Total charge: +3
Multiplicity: 6
Energy above the lowest of the compared OMol25 structures with the same formula, charge and spin: 10.5 kcal per mole

```
20
Properties=species:S:1:pos:R:3:forces:R:3
Fe -0.048497 0.480827 -1.062989 -0.8 -0.7 2.6
C -0.014617 2.188351 -0.001608 0.3 5.9 3.5
O 0.036296 3.191245 0.544897 -0.2 -3.2 -1.8
C 0.264434 1.538574 -2.560299 -0.9 5.9 -10.9
O 0.359019 2.043803 -3.619330 -0.2 -2.7 5.9
C -1.912966 0.917830 -0.999972 -9.8 2.0 -0.5
O -3.029251 1.239394 -1.009276 5.5 -1.5 0.1
C 1.721333 0.925668 -1.432910 12.0 -0.2 -0.7
O 2.862466 0.977629 -1.704671 -6.0 0.1 1.1
H -0.083108 -1.015813 -1.725504 -0.6 -1.1 -1.8
H -0.216581 -0.514968 -2.355924 0.3 -2.2 -0.5
N -0.489090 -1.364050 2.591048 1.2 -0.7 -0.7
C 0.508863 -2.170803 2.055079 -2.5 0.3 3.7
C 0.822444 -1.607734 0.851049 -0.8 2.8 -2.6
N 0.012668 -0.484199 0.644522 1.4 -2.4 1.6
C -0.757446 -0.341790 1.733994 0.6 -1.1 0.1
H -0.960530 -1.465794 3.476969 -0.1 -0.4 0.7
H 0.895632 -3.047137 2.552534 0.1 -0.2 0.2
H 1.538251 -1.930408 0.112825 0.2 -0.2 0.0
H -1.509319 0.439376 1.909565 0.3 -0.3 0.1
```
Positions in Å, forces in eV/Å.

---

# 5
This record from the Open Molecules 2025 dataset describes a single C7H6N2 molecule. The level of theory is ωB97M-V with the def2-TZVPD basis set.

Calculated values
HOMO-LUMO gap: 9.26 eV
E_tot: -379.82458 a.u.
HOMO energy: -8.4 eV
SMILES: c1cc2[nH]ccc2cn1
Energy above the lowest of the compared OMol25 structures with the same formula, charge and spin: 16.5 kcal per mole

```
15
Properties=species:S:1:pos:R:3:forces:R:3
N -0.577567 -1.820898 1.448722 1.3 -0.7 -0.7
C 1.128371 1.496798 0.522641 0.7 -0.8 0.8
C 0.923622 2.083365 -0.686589 -1.1 -1.7 0.6
C -1.084274 -2.064676 0.226901 -0.8 -0.2 -0.3
C 0.299095 -0.824419 1.568260 -1.1 1.1 1.6
C -0.980406 -1.130138 -0.807585 -1.5 -1.7 -0.3
C 0.447108 0.216604 0.600956 -0.3 -0.9 0.9
C -0.296561 0.046450 -0.575329 1.8 2.0 0.5
N -0.038215 1.209236 -1.291616 -1.0 0.0 -3.8
H 1.737720 1.818298 1.346148 0.3 0.4 -0.1
H 1.424128 2.994706 -1.089311 -1.1 -1.0 0.0
H -1.667583 -3.064502 0.077025 1.1 2.1 0.3
H 0.660784 -0.764564 2.629499 0.2 0.3 -1.3
H -1.566888 -1.416620 -1.681927 0.5 0.6 -0.2
H -0.409334 1.220360 -2.287795 1.1 0.6 1.9
```
Positions in Å, forces in eV/Å.

---

# 6
This record from the Open Molecules 2025 dataset describes a molecular structure, C7H6N2O6V. The level of theory is ωB97M-V with the def2-TZVPD basis set.

Calculated values
HOMO-LUMO gap (alpha / beta): 7.98 / 6.33 eV
E_tot: -1774.69761 a.u.
HOMO energy (alpha / beta): -16.9 / -16.9 eV
Total charge: +2
Multiplicity: 4

```
22
Properties=species:S:1:pos:R:3:forces:R:3
O -2.173923 -3.458352 1.273046 1.3 1.5 -1.6
C -1.596666 -2.809003 0.546554 -0.9 -1.2 1.1
V -0.300134 -1.409856 -1.116596 -1.8 1.5 4.9
O -0.337068 -3.427264 -3.496265 -0.5 3.2 5.1
C -0.404447 -2.773026 -2.527302 0.5 -4.6 -6.9
C 0.688472 -0.066734 -2.195348 4.0 4.4 -5.7
O 1.281974 0.625388 -2.933247 -3.2 -3.5 4.1
C 1.384993 -2.017332 -0.277954 7.4 -3.1 1.0
O 2.472585 -2.382621 -0.079797 -5.1 1.8 -0.5
C -2.018751 -0.436394 -1.571352 -5.7 3.2 -4.0
O -2.882271 0.110516 -2.126090 4.0 -2.5 3.1
C -1.001450 2.234790 2.089299 -0.4 0.3 0.5
N 0.388902 2.020109 1.697997 0.0 -1.2 -1.1
C 0.690772 1.032220 0.820294 0.9 1.7 1.1
N 1.989738 1.005045 0.402156 -0.7 -0.5 -0.2
O -0.197168 0.206469 0.427887 0.4 -0.9 -1.1
H -1.658762 1.475029 1.630141 0.5 0.5 0.3
H -1.320739 3.236160 1.774058 0.0 -0.3 0.1
H -1.083024 2.160426 3.179729 -0.1 0.0 -0.3
H 1.119563 2.671634 2.020633 -0.7 -0.6 -0.3
H 2.293499 0.318652 -0.273221 0.2 0.4 0.4
H 2.663906 1.684144 0.735379 -0.1 -0.2 -0.2
```
Positions in Å, forces in eV/Å.

---

# 7
This record from the Open Molecules 2025 dataset describes a gas-phase ion, C7H6N3O2 (charge +1). The level of theory is ωB97M-V with the def2-TZVPD basis set.

Calculated values
HOMO-LUMO gap: 7.39 eV
E_tot: -584.60517 a.u.
HOMO energy: -13.8 eV
Total charge: +1
SMILES: N#[N+][C@@H](c1ccccc1)[N+](=O)[O-]
Energy above the lowest of the compared OMol25 structures with the same formula, charge and spin: 38.1 kcal per mole

```
18
Properties=species:S:1:pos:R:3:forces:R:3
C -2.447381 0.024416 0.666026 -0.2 1.0 -0.7
C -2.189807 0.609050 -0.578839 1.8 0.2 -0.3
C -1.434446 -0.626356 1.414631 -0.2 0.7 -2.8
C -0.913219 0.613418 -1.152450 -0.4 -2.4 3.1
C -0.186135 -0.731866 0.754939 0.4 -0.8 1.9
C 0.067077 -0.122781 -0.493755 0.7 -0.9 2.2
C 1.586525 -0.156285 -0.781719 -3.7 5.6 -0.9
N 2.609846 -2.262038 -0.377065 0.2 0.1 -0.1
N 2.162495 -1.293916 -0.628971 2.0 -5.1 1.4
N 2.292974 0.946426 0.322798 0.0 1.0 -1.8
O 2.407353 2.041615 -0.176036 -0.2 -1.5 0.9
O 2.505834 0.525676 1.412699 0.0 0.0 -0.4
H -3.476945 0.275904 0.937535 0.4 -0.8 0.9
H -2.842938 1.224562 -1.179717 -0.9 -0.3 0.6
H -1.686965 -1.051466 2.353595 0.3 -0.3 0.7
H -0.807807 1.119777 -2.012127 0.9 1.6 -3.0
H 0.696794 -1.251666 1.337112 -2.0 1.0 -1.2
H 1.656738 0.115526 -1.818655 0.9 0.9 -0.5
```
Positions in Å, forces in eV/Å.

---

# 8
This record from the Open Molecules 2025 dataset describes a single C7H6N4 molecule. The level of theory is ωB97M-V with the def2-TZVPD basis set.

Calculated values
HOMO-LUMO gap: 8.57 eV
E_tot: -489.22658 a.u.
HOMO energy: -9.4 eV
SMILES: Cc1nnc2ccncc2n1
Energy above the lowest of the compared OMol25 structures with the same formula, charge and spin: 82.1 kcal per mole

```
17
Properties=species:S:1:pos:R:3:forces:R:3
C -3.207647 -0.377916 -0.089061 1.5 -0.5 0.4
C -1.604107 -0.668189 0.023263 -1.9 3.1 -2.2
C 1.011367 -0.738013 -0.177539 -0.8 0.2 0.0
C 2.422469 -0.716742 0.105217 -2.5 -1.0 -0.8
C 2.857260 0.511243 0.074917 4.7 6.5 4.4
C 0.938241 1.768080 -0.332410 1.5 0.5 2.3
C 0.279316 0.507503 -0.395142 0.0 -1.4 0.6
H -3.585503 -0.554592 0.942240 -0.6 -0.8 -1.1
H -3.366171 0.785718 -0.182236 0.7 -2.6 -0.4
H -3.544749 -1.008634 -1.018884 -0.1 1.2 2.3
H 3.086524 -1.454421 0.547769 -0.7 -0.4 -0.5
H 3.861114 0.734141 0.767420 -2.0 -0.9 -2.6
H 0.325665 2.686808 -0.090159 0.7 -1.0 -1.0
N -0.914759 -1.882296 0.128646 -4.2 0.8 0.2
N 0.312736 -1.922047 -0.011807 2.9 0.9 -0.1
N 2.223690 1.807667 0.044675 -1.5 -2.5 -1.9
N -1.095448 0.521686 -0.336909 2.4 -2.2 0.5
```
Positions in Å, forces in eV/Å.